a.
DFT (ωB97M-V with the def2-TZVPD basis set) results for a molecular structure, C33H32ClMgN5O5PS6.

## Properties
Total charge: -1
Kohn-Sham gap in Eh: 0.23757
LUMO energy in Eh: 0.078

Last column: Löwdin charge in e.
Atoms and positions in Å:
Mg  0.5433  -0.3128  -0.7434  0.579
O  -0.8358  3.8390  -0.9144  -0.318
S  -0.4817  2.5903  -0.2765  0.467
O  0.4150  1.7658  -1.1212  -0.372
O  -1.6088  1.8139  0.2094  -0.334
C  0.4979  2.9954  1.1569  -0.261
C  0.9762  4.2972  1.2548  -0.056
C  1.7797  4.6607  2.3202  -0.078
C  2.1061  3.7173  3.2862  -0.074
C  1.6238  2.4203  3.1889  -0.062
C  0.8035  2.0322  2.1277  -0.320
P  0.2112  0.3046  1.9671  1.125
C  -1.3938  0.3559  2.8585  -0.342
C  -2.0330  1.5463  3.2056  -0.087
C  -3.2609  1.5221  3.8544  -0.087
C  -3.8638  0.3106  4.1675  -0.091
C  -3.2335  -0.8797  3.8283  -0.084
C  -2.0069  -0.8585  3.1750  -0.104
C  1.2497  -0.6402  3.1382  -0.361
C  2.2358  -1.4657  2.6012  -0.100
C  3.0266  -2.2495  3.4310  -0.072
C  2.8281  -2.2260  4.8022  -0.085
C  1.8367  -1.4172  5.3471  -0.080
C  1.0514  -0.6295  4.5199  -0.099
H  0.7027  5.0096  0.4871  0.107
H  2.1523  5.6752  2.3912  0.100
H  2.7398  3.9872  4.1230  0.101
H  1.8977  1.6983  3.9475  0.095
H  -1.5785  2.4969  2.9624  0.100
H  -3.7460  2.4553  4.1154  0.097
H  -4.8203  0.2933  4.6777  0.098
H  -3.6893  -1.8320  4.0760  0.086
H  -1.5158  -1.7923  2.9063  0.047
H  2.3537  -1.5257  1.5257  0.079
H  3.7737  -2.9036  2.9982  0.106
H  3.4305  -2.8531  5.4482  0.099
H  1.6636  -1.4151  6.4162  0.100
H  0.2629  -0.0195  4.9449  0.111
Cl  7.4550  -2.9003  -2.0338  0.607
C  5.7753  -2.5537  -1.6997  -0.685
C  4.8005  -3.5342  -1.9711  -0.105
C  3.4795  -3.2884  -1.7235  0.007
C  3.0319  -2.0397  -1.1884  -0.356
O  1.7953  -1.8347  -0.9757  -0.107
C  4.0518  -1.0748  -0.9054  -0.131
C  3.7198  0.1906  -0.3060  -0.184
O  2.5990  0.5856  0.0049  -0.042
C  5.4066  -1.3527  -1.1727  -0.083
H  5.1127  -4.4890  -2.3759  0.101
H  2.7222  -4.0389  -1.9197  0.120
H  4.5828  0.8468  -0.0961  0.130
H  6.1547  -0.5992  -0.9479  0.110
C  -0.1511  1.8918  -4.6086  -0.050
N  -1.3510  1.3620  -3.9763  -0.136
C  -2.4824  2.2798  -3.8826  -0.054
C  -1.1489  0.4015  -3.0100  -0.443
N  -0.0882  -0.3239  -2.9084  0.117
N  -2.2022  0.2633  -2.1164  0.142
C  -2.2889  -0.6358  -1.0382  -0.496
N  -3.5321  -0.6284  -0.4492  0.165
N  -1.3075  -1.3666  -0.6870  0.122
H  -0.4420  2.6959  -5.2795  0.083
H  0.3460  1.1323  -5.2133  0.083
H  0.5518  2.2785  -3.8642  0.097
H  -3.4167  1.7276  -3.7859  0.089
H  -2.5479  2.8456  -4.8075  0.084
H  -2.3798  2.9892  -3.0517  0.089
H  0.5542  -0.1836  -3.6767  0.063
H  -2.7608  1.0883  -1.9811  0.104
H  -4.0319  0.2466  -0.4860  0.099
H  -3.5471  -1.0529  0.4725  0.040
H  -1.5015  -1.9866  0.1084  0.001
C  -3.5066  -4.6392  0.1165  -0.383
S  -3.7483  -3.4908  1.4943  0.778
C  -2.8269  -4.2803  2.7485  -1.043
C  -1.4696  -4.3867  2.7595  -1.203
S  -0.3409  -3.7999  1.6327  0.525
S  -0.8623  -5.2391  4.1851  0.876
C  -2.3637  -5.6178  4.9550  -1.539
S  -2.4856  -6.3494  6.4296  0.447
S  -3.7133  -5.0234  4.0704  0.860
H  -3.9499  -4.1733  -0.7657  0.030
H  -3.9979  -5.5890  0.3210  0.033
H  -2.4362  -4.7803  -0.0415  0.008

b.
DFT (ωB97M-V with the def2-TZVPD basis set) results for a molecular structure, C33H32ClMgN5O5PS6.

## Properties
Total charge: -1
Kohn-Sham gap in Eh: 0.24870
LUMO energy in Eh: 0.076

Last column: Löwdin charge in e.
Atoms and positions in Å:
Mg  -1.3295  0.4626  1.2904  0.582
O  -5.2220  1.3782  -0.4184  -0.307
S  -3.8541  1.0118  -0.6792  0.484
O  -3.0330  2.0762  -1.2489  -0.360
O  -3.2023  0.3649  0.4838  -0.374
C  -3.9050  -0.2518  -1.9462  -0.245
C  -5.1572  -0.6101  -2.4307  -0.058
C  -5.2680  -1.5102  -3.4761  -0.078
C  -4.1221  -2.0415  -4.0514  -0.078
C  -2.8780  -1.6883  -3.5581  -0.097
C  -2.7415  -0.8028  -2.4880  -0.309
P  -1.0532  -0.4070  -1.8365  1.152
C  -0.3639  0.4030  -3.3370  -0.341
C  -0.4806  1.7910  -3.3917  -0.090
C  -0.0216  2.4974  -4.4934  -0.084
C  0.5741  1.8251  -5.5507  -0.098
C  0.7004  0.4438  -5.5036  -0.087
C  0.2311  -0.2634  -4.4059  -0.095
C  -0.2699  -2.0606  -1.8467  -0.383
C  -0.9928  -3.2219  -1.5756  -0.105
C  -0.3431  -4.4346  -1.4041  -0.094
C  1.0416  -4.5045  -1.4878  -0.096
C  1.7711  -3.3505  -1.7285  -0.098
C  1.1199  -2.1381  -1.9022  -0.134
H  -6.0302  -0.1584  -1.9816  0.106
H  -6.2468  -1.7861  -3.8475  0.101
H  -4.1948  -2.7334  -4.8814  0.101
H  -1.9895  -2.1195  -4.0028  0.103
H  -0.9561  2.3049  -2.5655  0.068
H  -0.1234  3.5752  -4.5234  0.099
H  0.9436  2.3754  -6.4069  0.097
H  1.1683  -0.0865  -6.3238  0.099
H  0.3420  -1.3399  -4.3764  0.098
H  -2.0710  -3.1788  -1.4849  0.108
H  -0.9216  -5.3264  -1.1949  0.098
H  1.5492  -5.4502  -1.3442  0.096
H  2.8525  -3.3795  -1.7488  0.100
H  1.7083  -1.2394  -2.0389  0.096
Cl  -0.6500  -4.5982  6.5677  0.608
C  -1.0367  -3.2609  5.5113  -0.682
C  -1.7137  -2.1418  6.0382  -0.107
C  -2.0336  -1.0836  5.2414  -0.001
C  -1.6978  -1.0488  3.8456  -0.355
O  -2.0131  -0.0462  3.1411  -0.075
C  -1.0051  -2.2053  3.3439  -0.121
C  -0.6290  -2.3327  1.9711  -0.171
O  -0.7606  -1.4868  1.0813  -0.075
C  -0.6961  -3.2899  4.1952  -0.075
H  -1.9759  -2.1343  7.0889  0.100
H  -2.5538  -0.2227  5.6406  0.113
H  -0.1799  -3.2983  1.6844  0.135
H  -0.1756  -4.1469  3.7830  0.113
C  0.0655  5.7676  1.3214  -0.059
N  -0.1825  4.6595  0.4082  -0.160
C  -1.2382  4.9506  -0.5480  -0.054
C  -0.1475  3.3626  0.9038  -0.389
N  -1.0072  2.4575  0.6435  0.149
N  0.9716  3.1093  1.6778  0.154
C  1.3410  1.8833  2.2222  -0.473
N  2.6378  1.8775  2.6904  0.163
N  0.5195  0.9162  2.3261  0.125
H  0.3531  6.6450  0.7432  0.087
H  0.8668  5.5492  2.0219  0.077
H  -0.8311  6.0120  1.9041  0.096
H  -1.0214  5.9127  -1.0100  0.089
H  -2.2290  4.9991  -0.0802  0.106
H  -1.2668  4.1948  -1.3291  0.072
H  -1.7719  2.7532  0.0407  0.022
H  1.7091  3.7868  1.6058  0.134
H  3.3028  2.3810  2.1172  0.089
H  2.9790  0.9368  2.8618  0.047
H  0.9996  0.0852  2.6674  0.052
C  5.4465  -2.6516  3.0420  -0.405
S  5.2005  -0.9594  3.6309  0.775
C  5.2584  -0.0788  2.1205  -1.062
C  4.3439  -0.1899  1.1153  -1.225
S  2.9454  -1.1558  0.9903  0.528
S  4.6712  0.9160  -0.2281  0.859
C  6.0928  1.6974  0.3769  -1.550
S  6.8577  2.9421  -0.3925  0.454
S  6.5689  1.0695  1.9026  0.867
H  5.3179  -3.3094  3.9010  0.028
H  6.4476  -2.7722  2.6330  0.035
H  4.6890  -2.8779  2.2933  -0.011

Most stable = b

a.
DFT (ωB97M-V with the def2-TZVPD basis set) results for a single C3H6O2Si molecule.

## Properties
Total charge: 0
Kohn-Sham gap in Eh: 0.40102
Structure (SMILES): [SiH3][C@H]1O[C@@]12CO2
LUMO energy in Eh: 0.036

Last column: Löwdin charge in e.
Atoms and positions in Å:
Si  -1.9446  0.1849  -0.0288  0.698
C  -0.2500  0.8720  -0.5067  -0.287
O  0.5745  1.3124  0.6239  -0.013
C  1.0755  0.2094  0.0163  -0.527
C  1.7294  -1.0250  0.3655  -0.023
O  2.2993  -0.0431  -0.5167  0.059
H  -1.9626  -0.0431  1.4130  -0.065
H  -2.1477  -1.0732  -0.7515  -0.082
H  -2.9402  1.1734  -0.4465  -0.085
H  -0.1001  1.4969  -1.3767  0.092
H  2.2248  -1.1144  1.3243  0.118
H  1.4418  -1.9503  -0.1161  0.115

b.
DFT (ωB97M-V with the def2-TZVPD basis set) results for a single C3H6O2Si molecule.

## Properties
Total charge: 0
Kohn-Sham gap in Eh: 0.39293
Structure (SMILES): [SiH3][C@H]1O[C@@]12CO2
LUMO energy in Eh: 0.033

Last column: Löwdin charge in e.
Atoms and positions in Å:
Si  1.9714  0.1667  -0.2110  0.759
C  0.0113  0.8383  -0.7000  -0.227
O  -0.6818  -0.2235  -1.4336  -0.014
C  -1.1042  0.0578  -0.1680  -0.567
C  -1.5300  -0.7798  0.9972  -0.007
O  -2.3095  0.2963  0.4304  0.038
H  2.7083  1.4171  -0.2385  -0.106
H  2.2734  -0.7645  -1.2655  -0.090
H  1.9730  -0.4389  1.1298  -0.091
H  -0.1914  1.8509  -1.0921  0.102
H  -1.9889  -1.6537  0.5881  0.109
H  -1.1316  -0.7667  1.9631  0.094

Most stable = a

a.
DFT (ωB97M-V with the def2-TZVPD basis set) results for 2 unconnected molecules or ions with the total composition C4H13NOS.

## Properties
Total charge: -1
Spin multiplicity: 2
Kohn-Sham gap (alpha / beta) in Eh: 0.07738 / 0.30972
LUMO energy (alpha / beta) in Eh: 0.115 / 0.118

Last column: Löwdin charge in e.
Atoms and positions in Å:
C  0.3870  -1.0585  0.2518  -0.358
C  -0.5956  -1.8272  -0.6052  -0.705
S  -1.3872  -0.7420  -1.8134  0.319
C  -0.2479  -0.2544  1.3857  -0.314
N  0.6682  -0.1615  2.5269  -0.142
C  0.0810  0.5366  3.6785  -0.154
H  0.9752  -0.4041  -0.3943  0.077
H  1.0602  -1.7667  0.7285  0.094
H  -0.0630  -2.6156  -1.1417  0.039
H  -1.3190  -2.3166  0.0511  0.053
H  -1.8860  -1.7344  -2.6148  -0.222
H  -1.1046  -0.8204  1.7460  0.106
H  -0.5740  0.7290  1.0428  0.100
H  1.4942  0.3719  2.2694  0.091
H  0.4117  1.5845  3.7431  0.070
H  -1.0052  0.5855  3.5827  0.069
H  0.3382  0.0412  4.6060  0.056
H  2.2889  3.6214  -3.5196  0.012
H  2.7368  2.9326  -2.2688  0.001
O  2.1590  3.6534  -2.5563  -0.190

b.
DFT (ωB97M-V with the def2-TZVPD basis set) results for 2 unconnected molecules or ions with the total composition C4H13NOS.

## Properties
Total charge: -1
Spin multiplicity: 2
Kohn-Sham gap (alpha / beta) in Eh: 0.08592 / 0.31875
LUMO energy (alpha / beta) in Eh: 0.120 / 0.122

Last column: Löwdin charge in e.
Atoms and positions in Å:
C  -1.0537  1.0113  0.7676  -0.299
N  0.3198  0.6690  0.4826  -0.127
C  1.0414  -0.3749  1.2690  -0.317
C  1.2153  -1.6838  0.5546  -0.592
S  1.9689  -1.6412  -1.1376  0.435
C  -2.0882  0.0109  0.1229  -0.113
H  -1.1105  2.0712  0.4681  0.086
H  -1.3268  1.0120  1.8286  0.088
H  0.4228  0.3434  -0.4760  0.007
H  2.0121  0.1219  1.4997  0.100
H  0.4566  -0.5310  2.2211  0.118
H  0.2315  -2.0849  0.3235  0.032
H  1.6110  -2.3842  1.3188  0.070
H  2.5307  -0.4226  -1.1721  -0.171
H  -2.5591  0.3061  -0.8177  0.045
H  -2.8999  -0.2482  0.7863  0.041
H  -1.5788  -0.8942  -0.2147  0.048
H  0.6855  2.0486  -2.1107  -0.035
H  -0.0189  1.3818  -3.3337  -0.045
O  0.1402  1.2887  -2.3804  -0.372

Most stable = a

a.
DFT (ωB97M-V with the def2-TZVPD basis set) results for 11 unconnected molecules or ions with the total composition H23O11.

## Properties
Total charge: +1
Kohn-Sham gap in Eh: 0.36171
LUMO energy in Eh: -0.135

Last column: Löwdin charge in e.
Atoms and positions in Å:
O  -36.3077  -41.4692  -13.7228  0.277
H  -36.9018  -40.9200  -14.1501  0.050
H  -35.4075  -40.9786  -13.7683  0.107
H  -36.4889  -41.4778  -12.8082  0.053
O  -33.9973  -40.0964  -13.9460  -0.067
H  -33.2824  -39.6390  -13.3153  0.173
H  -34.6471  -39.4219  -14.2602  0.039
O  -38.5951  -39.6603  -13.6686  0.060
H  -39.0905  -39.3308  -12.9867  0.012
H  -38.2732  -38.9800  -14.1387  -0.026
O  -38.8623  -41.4619  -16.0494  -0.072
H  -39.2522  -41.6565  -15.2230  -0.010
H  -39.2433  -42.2889  -16.5085  0.101
O  -35.6341  -41.3047  -17.2013  -0.140
H  -35.9195  -41.5743  -18.1440  0.104
H  -36.0971  -40.4357  -16.7982  0.075
O  -36.3048  -39.0196  -15.4772  0.009
H  -36.8077  -38.4037  -15.9277  0.051
H  -35.4360  -38.6156  -15.5561  0.077
O  -37.3860  -42.5392  -11.3871  -0.083
H  -36.7597  -43.2679  -11.6082  0.089
H  -38.1288  -43.2214  -11.2970  0.125
O  -39.0421  -40.4942  -10.8413  0.103
H  -38.3190  -40.8623  -11.1045  -0.107
H  -38.9541  -40.4457  -9.9915  -0.029
O  -34.4482  -43.0214  -15.3036  -0.051
H  -34.5163  -43.8944  -15.8605  0.143
H  -34.7467  -42.4404  -15.9139  -0.082
O  -35.4249  -40.4758  -11.1937  -0.077
H  -35.4582  -39.4792  -11.1996  0.087
H  -34.4291  -40.6093  -11.3851  0.088
O  -32.4886  -43.0455  -13.2562  -0.042
H  -33.1572  -42.8031  -13.9621  0.012
H  -32.6866  -42.3859  -12.6592  -0.049

b.
DFT (ωB97M-V with the def2-TZVPD basis set) results for 11 unconnected molecules or ions with the total composition H23O11.

## Properties
Total charge: +1
Kohn-Sham gap in Eh: 0.41528
LUMO energy in Eh: -0.100

Last column: Löwdin charge in e.
Atoms and positions in Å:
O  1.8582  0.0626  -0.9589  0.023
H  1.5626  -0.9030  -1.4858  0.076
H  2.5865  0.3160  -1.5461  0.121
O  -0.9591  1.8135  2.4783  -0.074
H  -1.3912  2.0472  1.6382  0.011
H  -1.6247  1.4445  3.0845  0.027
O  1.3481  -1.7290  -2.5519  0.011
H  0.9145  -2.5528  -2.2285  0.050
H  0.5383  -1.3655  -2.9728  0.084
O  -1.5919  -1.2426  -2.5884  -0.056
H  -1.3372  -0.9665  -1.6851  0.021
H  -2.4189  -0.8524  -2.8798  0.063
O  -0.3373  -3.8939  -2.0110  -0.047
H  -0.0688  -4.4196  -2.7846  0.088
H  -1.1990  -3.6383  -2.3884  0.066
O  -0.1050  -1.3391  -0.3722  -0.057
H  -0.4614  -2.2376  -0.5431  0.065
H  -0.5701  -1.1321  0.4545  0.094
O  2.6272  -0.6831  1.2553  0.038
H  2.1464  -0.2059  0.0890  0.064
O  -2.1439  -0.1542  3.9585  -0.040
H  -1.6364  -0.4061  4.7391  0.066
H  -2.8149  -0.8296  3.8279  0.060
O  1.1202  0.3984  3.2385  -0.074
H  1.1631  1.1609  3.8290  0.069
H  0.2515  0.6314  2.8300  0.007
O  0.9244  4.0935  -2.5113  -0.062
H  1.7702  3.8510  -2.9109  0.036
H  0.3331  3.5748  -3.0699  0.031
O  -2.2341  2.9497  0.2547  -0.057
H  -2.3516  3.7782  0.7437  0.069
H  -1.5138  3.2752  -0.3345  0.073
H  3.5534  -0.4767  1.4046  0.108
H  2.0614  -0.3689  1.9971  0.047

c.
DFT (ωB97M-V with the def2-TZVPD basis set) results for 11 unconnected molecules or ions with the total composition H23O11.

## Properties
Total charge: +1
Kohn-Sham gap in Eh: 0.38698
LUMO energy in Eh: -0.113

Last column: Löwdin charge in e.
Atoms and positions in Å:
O  1.9244  -2.1066  -2.8708  -0.017
H  1.9311  -2.7805  -3.5136  0.035
H  -1.9061  3.6280  -2.1771  0.029
O  1.0391  0.1643  -0.1925  0.022
H  0.4921  0.7836  0.3134  0.066
H  -0.0224  3.0495  1.0104  0.027
O  -2.6303  1.6728  1.2155  -0.095
H  -2.4752  -1.4151  3.2211  0.105
H  4.0425  -2.9510  -0.4083  0.046
O  -0.4190  -1.7460  0.5051  0.098
H  -1.1674  -1.0271  0.5647  0.149
H  -0.3407  0.7735  -4.0296  0.051
O  -1.4202  3.0634  -2.7686  -0.048
H  2.6727  -2.2683  -0.9091  -0.058
H  0.3101  -1.0110  -0.0344  0.126
O  -1.0370  0.3035  3.3604  -0.138
H  -0.2896  0.4271  4.0339  0.093
H  -2.8238  0.6790  1.3506  0.062
O  -0.1761  2.6748  0.1776  -0.021
H  -3.3043  2.0231  0.5893  0.084
O  -0.5094  0.3028  -3.2070  -0.054
H  -0.2313  -0.6078  -3.3402  0.021
H  1.7063  0.3326  -0.8061  0.082
O  2.2999  -0.6288  1.6848  -0.078
H  -1.1373  2.6054  0.1641  0.018
H  3.0922  -1.1203  1.8605  0.035
O  -2.6129  -1.3020  2.2175  -0.113
H  2.3982  0.3296  1.9566  0.090
H  -3.2477  -2.0216  2.0097  0.081
O  3.2510  -2.4660  -0.2390  -0.004
H  0.1372  -1.5853  1.3691  0.161
H  -1.2461  1.1504  2.7650  0.084
H  -0.7081  2.4658  -2.5690  -0.006
H  2.4079  -1.3916  -3.3039  0.066

Most stable = b